(1)
{
  "formula": "C34H34N5P2SSn",
  "method": "ωB97M-V with the def2-TZVPD basis set",
  "homo_ev": -16.5538,
  "energy_ev": -78481.0591,
  "multiplicity": 1,
  "lumo_energy_ev": -9.4,
  "total_charge": 3,
  "species": ["Sn", "C", "C", "N", "C", "S", "N", "N", "C", "C", "C", "C", "C", "C", "C", "N", "H", "H", "H", "H", "H", "H", "H", "H", "H", "H", "H", "H", "H", "N", "P", "C", "C", "C", "C", "C", "C", "C", "C", "C", "C", "C", "C", "P", "C", "C", "C", "C", "C", "C", "C", "C", "C", "C", "C", "C", "H", "H", "H", "H", "H", "H", "H", "H", "H", "H", "H", "H", "H", "H", "H", "H", "H", "H", "H", "H", "H"],
  "positions_angstrom": [[-0.15174, -0.26505, -0.28458], [4.24774, 1.64172, -3.88433], [4.18349, 0.13717, -3.69124], [2.79455, -0.34333, -3.55226], [2.13476, -0.37999, -2.41100], [0.43985, -0.92815, -2.52212], [2.74506, -0.04951, -1.29244], [2.01588, -0.14311, -0.16253], [2.59174, -0.16612, 0.99078], [4.06538, -0.14738, 1.16975], [1.67804, -0.20261, 2.16189], [2.15388, -0.21512, 3.45766], [1.25346, -0.17355, 4.51569], [-0.10228, -0.09831, 4.24455], [-0.51108, -0.10717, 2.92578], [0.35178, -0.18052, 1.90696], [5.28701, 1.95135, -3.98615], [3.82199, 2.16540, -3.02789], [3.71856, 1.94850, -4.78638], [4.72572, -0.17650, -2.80258], [4.60627, -0.39506, -4.54100], [2.28289, -0.55384, -4.39563], [4.55917, 0.06482, 0.22840], [4.40188, -1.12228, 1.53494], [4.35427, 0.60147, 1.90784], [3.21777, -0.24238, 3.64224], [1.61348, -0.18244, 5.53614], [-0.83694, -0.03270, 5.03425], [-1.56011, -0.04725, 2.67912], [-3.14278, -0.34215, 0.48060], [-2.28845, -1.76372, -0.03083], [-3.22915, -2.74033, -1.16877], [-4.46144, -3.27052, -0.77473], [-5.13945, -4.10016, -1.64768], [-4.58786, -4.40759, -2.88968], [-3.36331, -3.88077, -3.27544], [-2.67810, -3.03559, -2.41679], [-1.96494, -2.67694, 1.48719], [-0.76284, -3.38078, 1.55642], [-0.46240, -4.12923, 2.68488], [-1.35953, -4.17344, 3.74506], [-2.56143, -3.47815, 3.67683], [-2.86925, -2.73352, 2.54755], [-2.36432, 1.02043, -0.15212], [-2.75633, 2.45637, 0.80570], [-3.66099, 2.39968, 1.87056], [-4.01231, 3.56904, 2.52326], [-3.45693, 4.77976, 2.12553], [-2.55190, 4.83322, 1.07074], [-2.19571, 3.67362, 0.40695], [-2.81380, 1.06515, -1.86872], [-4.08773, 0.63960, -2.26028], [-4.46847, 0.78190, -3.58414], [-3.59781, 1.35861, -4.50076], [-2.33545, 1.79296, -4.10816], [-1.93654, 1.64203, -2.79285], [-3.42725, -0.36160, 1.45317], [-4.88838, -3.04376, 0.19512], [-6.09576, -4.51646, -1.36213], [-5.12306, -5.06549, -3.56134], [-2.94420, -4.12747, -4.24115], [-1.72738, -2.61067, -2.71704], [-0.06811, -3.38047, 0.71877], [0.46129, -4.69063, 2.73072], [-1.13088, -4.76693, 4.62021], [-3.26724, -3.53237, 4.49494], [-3.82973, -2.22878, 2.50240], [-4.12354, 1.47032, 2.17880], [-4.72847, 3.53905, 3.33285], [-3.73306, 5.69025, 2.64031], [-2.13031, 5.78094, 0.76543], [-1.49327, 3.72277, -0.41776], [-4.77374, 0.21273, -1.54025], [-5.44833, 0.45105, -3.90027], [-3.90692, 1.47631, -5.53098], [-1.67073, 2.25038, -4.82796], [-0.95169, 1.98728, -2.49271]],
  "forces_ev_per_angstrom": [[-0.1, 0.0, -0.4], [0.0, 0.0, 0.0], [0.0, -0.1, 0.0], [0.0, 0.1, 0.0], [-0.1, 0.0, 0.1], [0.3, 0.1, 0.0], [-0.1, -0.1, -0.1], [0.0, 0.0, 0.1], [-0.1, 0.0, 0.0], [0.0, 0.0, 0.0], [0.0, 0.0, -0.1], [0.1, 0.0, 0.0], [0.0, 0.0, 0.0], [0.0, 0.0, 0.0], [0.0, 0.0, 0.0], [0.1, 0.0, 0.0], [0.0, 0.0, 0.0], [0.0, 0.0, 0.0], [0.0, 0.0, 0.0], [0.0, 0.0, 0.0], [0.0, 0.0, 0.0], [0.0, 0.0, 0.0], [0.0, 0.0, 0.0], [0.0, 0.0, 0.0], [0.0, 0.0, 0.0], [0.0, 0.0, 0.0], [0.0, 0.0, 0.0], [0.0, 0.0, 0.0], [0.0, 0.0, 0.0], [0.4, -0.2, -0.2], [0.0, -0.3, 1.0], [0.2, 0.1, -0.2], [0.0, 0.0, 0.0], [0.0, 0.0, 0.0], [0.0, 0.0, 0.0], [0.0, 0.0, 0.0], [-0.1, 0.0, 0.0], [-0.2, 0.0, -0.1], [0.0, 0.0, 0.0], [0.0, 0.0, 0.0], [0.0, 0.0, 0.0], [0.0, 0.0, 0.0], [-0.1, 0.0, 0.0], [-0.2, 0.0, 0.0], [0.0, 0.0, 0.0], [0.0, 0.0, 0.0], [0.1, 0.0, 0.0], [0.0, 0.0, 0.0], [0.0, 0.0, 0.0], [0.0, 0.0, 0.0], [-0.1, 0.2, 0.0], [0.0, 0.0, 0.0], [0.0, 0.0, 0.0], [0.0, 0.0, 0.0], [0.0, 0.0, 0.0], [0.0, 0.1, 0.0], [-0.2, 0.2, 0.0], [0.0, 0.0, 0.0], [0.0, 0.0, 0.0], [0.0, 0.0, 0.0], [0.0, 0.0, 0.0], [0.0, -0.1, 0.0], [0.0, 0.0, 0.0], [0.0, 0.0, 0.0], [0.0, 0.0, 0.0], [0.0, 0.0, 0.0], [0.0, 0.0, 0.0], [0.0, 0.0, 0.0], [0.0, 0.0, 0.0], [0.0, 0.0, 0.0], [0.0, 0.0, 0.0], [0.0, 0.0, 0.0], [0.0, 0.0, 0.0], [0.0, 0.0, 0.0], [0.0, 0.0, 0.0], [0.0, 0.0, 0.0], [0.0, 0.0, 0.0]],
  "lowdin_charge": [0.99, -0.07, -0.20, 0.02, -0.72, 0.69, 0.04, -0.13, -0.21, 0.02, -0.19, 0.05, 0.03, 0.01, -0.10, -0.02, 0.09, 0.07, 0.08, 0.11, 0.13, 0.14, 0.09, 0.12, 0.11, 0.13, 0.14, 0.13, 0.10, -0.31, 0.93, -0.36, -0.06, -0.03, -0.02, -0.04, -0.08, -0.39, -0.11, -0.04, -0.03, -0.04, -0.09, 0.86, -0.35, -0.08, -0.03, -0.01, -0.03, -0.07, -0.39, -0.06, -0.03, -0.01, -0.04, -0.13, 0.05, 0.11, 0.13, 0.13, 0.12, 0.05, 0.11, 0.12, 0.13, 0.13, 0.11, 0.10, 0.13, 0.13, 0.13, 0.11, 0.11, 0.13, 0.13, 0.13, 0.09]
}


(2)
{
  "formula": "C34H35BGaN6O2S2",
  "method": "ωB97M-V with the def2-TZVPD basis set",
  "homo_ev": -9.8426,
  "energy_ev": -123576.1360,
  "multiplicity": 1,
  "lumo_energy_ev": -2.2,
  "total_charge": 1,
  "species": ["Ga", "C", "C", "C", "C", "C", "C", "N", "N", "C", "C", "C", "C", "C", "C", "H", "H", "H", "H", "H", "H", "H", "H", "H", "O", "S", "C", "C", "C", "C", "S", "O", "C", "C", "C", "C", "C", "C", "C", "C", "C", "C", "C", "C", "H", "H", "H", "H", "H", "H", "H", "H", "H", "H", "H", "H", "H", "H", "H", "H", "H", "H", "B", "N", "C", "C", "C", "N", "N", "C", "C", "C", "N", "H", "H", "H", "H", "H", "H", "H", "H"],
  "positions_angstrom": [[-0.17488, -0.60370, -0.59448], [0.02852, -1.44370, 5.16262], [0.16582, -2.67400, 4.54272], [0.14932, -2.77810, 3.16532], [-0.03568, -1.63750, 2.38332], [-0.23038, -0.41030, 3.01392], [-0.18738, -0.31350, 4.39022], [-0.09168, -1.68150, 0.99702], [0.35062, -2.79920, 0.38932], [-0.37468, -3.24700, -1.80118], [-0.45138, -4.23060, -2.77568], [-0.15818, -3.92030, -4.09328], [0.22232, -2.63420, -4.42878], [0.26732, -1.65220, -3.45438], [-0.04458, -1.93230, -2.12848], [0.07182, -1.36510, 6.23752], [0.27482, -3.56570, 5.14072], [0.25392, -3.74840, 2.70062], [-0.43968, 0.45360, 2.38782], [-0.33368, 0.64560, 4.86662], [-0.72218, -5.24000, -2.50808], [-0.22898, -4.67680, -4.86098], [0.48642, -2.39450, -5.44678], [0.55592, -0.64130, -3.72748], [1.84372, -0.31100, -0.61608], [3.23292, 0.25110, -0.78888], [3.00162, 1.51100, -2.14208], [2.62312, 2.91080, -1.68048], [1.59362, 3.61630, -2.58208], [0.28852, 3.90410, -1.84848], [-0.87218, 2.45900, -1.83418], [-0.19628, 1.38760, -0.98688], [-2.07518, 3.21850, -0.71748], [-1.94518, 3.07500, 0.65252], [-2.93738, 3.57400, 1.47742], [-4.04058, 4.20930, 0.92972], [-4.15398, 4.36180, -0.44388], [-3.17068, 3.85830, -1.27688], [3.44362, 1.36380, 0.62562], [2.45112, 1.40280, 1.58622], [2.59062, 2.23400, 2.68402], [3.72742, 3.01490, 2.81352], [4.72842, 2.95670, 1.85472], [4.59632, 2.12370, 0.75642], [2.21312, 1.05740, -2.74238], [3.92392, 1.50220, -2.71778], [3.52472, 3.51990, -1.60688], [2.20282, 2.84760, -0.67578], [1.38512, 3.02160, -3.47318], [2.00412, 4.56700, -2.92588], [-0.28248, 4.67550, -2.36518], [0.47082, 4.22900, -0.82488], [-1.09268, 2.54960, 1.06012], [-2.85578, 3.45130, 2.54572], [-4.82598, 4.57060, 1.57492], [-5.01728, 4.84970, -0.86748], [-3.25848, 3.93890, -2.34918], [1.57822, 0.77460, 1.47062], [1.81922, 2.25740, 3.43822], [3.84012, 3.66370, 3.66832], [5.61742, 3.55730, 1.96882], [5.37642, 2.07270, 0.01332], [-2.15168, -3.33080, 0.06262], [-2.79678, -1.97410, -0.31038], [-4.12518, -1.90370, -0.36868], [-4.50548, -0.60020, -0.62488], [-3.30728, 0.08510, -0.71418], [-2.28398, -0.75220, -0.51078], [-0.61448, -3.57010, -0.40018], [-0.30788, -4.94800, -0.07978], [0.97972, -5.33050, -0.01568], [1.97352, -4.31710, 0.10262], [1.60182, -3.11770, 0.42702], [-2.16628, -3.46760, 1.23992], [-2.76718, -4.15430, -0.53208], [-4.72358, -2.77500, -0.21078], [-5.50158, -0.22330, -0.74078], [-3.14258, 1.12300, -0.91678], [-1.14298, -5.59960, 0.10512], [1.24712, -6.36590, 0.11942], [3.02842, -4.51540, 0.15582]],
  "forces_ev_per_angstrom": [[-0.6, -0.2, -0.9], [0.0, 0.1, 0.1], [0.0, 0.1, 0.0], [0.0, 0.0, -0.2], [-0.2, 0.0, 0.3], [0.0, 0.0, -0.3], [0.0, 0.0, 0.1], [-0.2, 0.9, -0.6], [-0.5, -0.8, 0.6], [0.4, 0.4, -1.7], [-0.1, -0.1, 0.3], [-0.1, 0.1, 0.0], [0.1, 0.1, -0.1], [-0.1, 0.1, 0.3], [-0.2, 0.4, 0.9], [0.0, 0.0, 0.1], [0.1, -0.1, 0.0], [0.0, 0.0, -0.1], [0.0, 0.1, 0.1], [0.0, 0.1, 0.0], [0.0, -0.1, 0.0], [0.0, -0.1, 0.0], [0.0, 0.0, -0.1], [0.0, 0.0, -0.1], [0.4, -0.1, 0.2], [-0.6, 0.8, 0.0], [0.3, -0.2, 0.4], [-0.1, 0.0, 0.0], [0.1, -0.2, 0.1], [-0.1, -0.5, -0.3], [-0.1, 1.1, 0.6], [0.3, -0.3, 0.3], [0.0, -0.1, -0.4], [0.3, -0.1, 0.0], [0.0, 0.0, 0.0], [-0.1, 0.0, 0.0], [0.0, 0.0, 0.1], [0.2, -0.1, -0.1], [0.2, -0.3, -0.1], [-0.2, -0.3, -0.2], [0.1, 0.1, 0.0], [-0.1, 0.0, 0.0], [0.0, 0.0, 0.0], [0.0, -0.1, 0.0], [0.0, -0.2, 0.0], [0.1, 0.0, -0.1], [-0.1, 0.0, 0.1], [0.1, 0.1, 0.0], [0.0, 0.1, -0.1], [-0.1, 0.0, 0.0], [-0.2, 0.0, 0.0], [-0.2, -0.1, 0.1], [0.0, 0.0, 0.1], [0.0, 0.0, 0.1], [-0.1, 0.1, 0.1], [-0.1, 0.1, 0.0], [-0.1, 0.0, -0.2], [0.1, 0.0, 0.1], [-0.1, 0.0, 0.1], [0.0, 0.1, 0.1], [0.1, 0.0, 0.0], [0.2, 0.0, -0.1], [0.1, 0.2, 0.3], [-0.1, 0.0, -0.2], [-0.3, 0.3, -0.1], [0.0, -0.1, 0.0], [0.1, -0.2, 0.0], [0.5, 0.7, 0.0], [0.2, 0.0, 0.5], [0.5, -1.1, 0.3], [-0.7, 0.3, 0.0], [-0.1, 0.3, -0.1], [1.3, -0.3, -0.2], [0.1, -0.2, 0.3], [0.0, -0.3, -0.1], [-0.1, -0.3, 0.0], [-0.1, 0.1, 0.0], [0.0, 0.1, 0.0], [-0.2, 0.0, -0.1], [-0.1, -0.1, 0.1], [0.2, -0.1, 0.0]],
  "lowdin_charge": [0.45, -0.10, -0.08, -0.02, -0.25, -0.05, -0.09, 0.01, -0.19, -0.20, 0.00, -0.06, -0.08, -0.09, -0.08, 0.10, 0.11, 0.11, 0.09, 0.10, 0.12, 0.11, 0.11, 0.09, -0.53, 1.12, -0.27, -0.23, -0.21, -0.28, 1.10, -0.50, -0.42, -0.07, -0.04, -0.05, -0.05, -0.08, -0.39, -0.07, -0.05, -0.06, -0.06, -0.08, 0.08, 0.09, 0.12, 0.09, 0.11, 0.12, 0.10, 0.11, 0.11, 0.12, 0.11, 0.12, 0.12, 0.08, 0.11, 0.11, 0.11, 0.12, -0.34, -0.03, -0.06, -0.02, -0.10, 0.02, -0.06, -0.06, -0.03, -0.11, 0.14, 0.10, 0.10, 0.13, 0.10, 0.08, 0.12, 0.12, 0.11]
}


(3)
{
  "formula": "C34H35BiIN8O5PS",
  "method": "ωB97M-V with the def2-TZVPD basis set",
  "homo_ev": -7.6787,
  "energy_ev": -92049.8853,
  "multiplicity": 1,
  "de_lowest_kcal_mol": 0.0,
  "lumo_energy_ev": -0.7,
  "species": ["Bi", "C", "C", "N", "N", "C", "N", "S", "C", "C", "C", "C", "C", "N", "H", "H", "H", "H", "H", "H", "H", "H", "H", "H", "N", "C", "O", "C", "C", "H", "H", "H", "H", "H", "H", "O", "C", "O", "C", "C", "C", "N", "C", "C", "C", "O", "O", "H", "H", "H", "I", "C", "C", "N", "N", "C", "H", "H", "H", "C", "P", "C", "C", "C", "C", "C", "C", "C", "C", "C", "C", "C", "C", "H", "H", "H", "H", "H", "H", "H", "H", "H", "H", "H", "H", "H"],
  "positions_angstrom": [[0.47406, -0.75239, -0.24517], [-2.52161, -0.08759, 3.75289], [-1.44409, 0.34546, 2.79340], [-1.62989, 0.68043, 1.57658], [-2.83073, 0.73352, 1.00823], [-2.96596, 1.21227, -0.28533], [-4.20701, 1.39880, -0.68928], [-1.62607, 1.56009, -1.23655], [-0.03978, 0.42893, 3.26391], [0.25503, 0.56055, 4.62214], [1.57559, 0.66860, 5.02264], [2.57849, 0.63678, 4.06580], [2.20114, 0.49277, 2.74134], [0.93743, 0.39340, 2.34657], [-3.36559, -0.52696, 3.22041], [-2.14031, -0.83961, 4.44253], [-2.89673, 0.75743, 4.33573], [-3.68712, 0.55156, 1.51845], [-5.03192, 0.67868, -0.55181], [-4.24891, 1.79001, -1.61961], [-0.53626, 0.59778, 5.35761], [1.82145, 0.77711, 6.07076], [3.62151, 0.71937, 4.33667], [2.94605, 0.44577, 1.95229], [1.80241, -3.57360, -3.29233], [1.53032, -3.82977, -2.00315], [0.54221, -4.48383, -1.66807], [2.54095, -3.32125, -0.99292], [2.49343, -1.80194, -0.72329], [1.07909, -3.73390, -3.97837], [2.49420, -2.88519, -3.52864], [3.53293, -3.59256, -1.36772], [2.38428, -3.85903, -0.06130], [2.86413, -1.27075, -1.60091], [3.15534, -1.58453, 0.11961], [-6.24923, -1.23006, -1.31147], [-5.64929, -1.92753, -2.19826], [-6.10591, -2.48950, -3.17876], [-4.14664, -2.08896, -1.87774], [-3.79629, -2.49915, -0.59286], [-2.47280, -2.48326, -0.21600], [-1.49939, -2.07946, -1.03704], [-1.81897, -1.71944, -2.28004], [-3.12549, -1.73081, -2.75044], [-0.65013, -1.25827, -3.12827], [-0.67763, -1.39573, -4.33790], [0.38686, -0.80858, -2.47466], [-4.56575, -2.80697, 0.10296], [-2.17085, -2.78924, 0.77991], [-3.32918, -1.44843, -3.77423], [-1.17696, -4.47280, 5.20795], [-0.51611, -4.01399, 3.29302], [-0.69417, -4.75031, 2.14000], [-0.10929, -4.05695, 1.15224], [0.42980, -2.91248, 1.59153], [0.19878, -2.87672, 2.89792], [-1.18789, -5.69322, 1.97687], [-0.05691, -4.26784, 0.13365], [0.55448, -2.06334, 3.50767], [3.65423, 1.39491, -1.54118], [1.89310, 1.57469, -1.04617], [1.97666, 2.81107, 0.29612], [0.79720, 3.16241, 0.95531], [0.82585, 4.05028, 2.01760], [2.03145, 4.58707, 2.44999], [3.20779, 4.23428, 1.80856], [3.18094, 3.35462, 0.73506], [1.23584, 2.47063, -2.49157], [1.26739, 1.82937, -3.72931], [0.76376, 2.46450, -4.85216], [0.24086, 3.74557, -4.75227], [0.20875, 4.38501, -3.52266], [0.69542, 3.74891, -2.39147], [4.06451, 2.36577, -1.81621], [3.70069, 0.73786, -2.40804], [4.23422, 0.94987, -0.73188], [-0.13938, 2.72913, 0.63021], [-0.09853, 4.32132, 2.51319], [2.05139, 5.27970, 3.28182], [4.15279, 4.64611, 2.13960], [4.11252, 3.09751, 0.24733], [1.64857, 0.82109, -3.81322], [0.76937, 1.94864, -5.80330], [-0.15008, 4.24009, -5.63199], [-0.20370, 5.38244, -3.44149], [0.64934, 4.24382, -1.43097]],
  "forces_ev_per_angstrom": [[0.0, -0.4, -0.5], [0.0, 0.1, -0.1], [-0.4, -0.1, 0.0], [0.6, 0.2, 0.0], [-0.8, 0.0, -0.4], [1.5, -0.5, 0.7], [-3.1, -1.4, -0.6], [-0.5, 0.3, 0.0], [0.4, 0.1, 0.1], [-0.1, 0.0, -0.1], [0.1, 0.0, -0.1], [0.0, 0.0, 0.1], [-0.1, 0.0, 0.0], [0.0, -0.1, 0.1], [0.0, 0.0, 0.0], [0.0, 0.0, 0.0], [0.0, 0.0, 0.0], [0.1, 0.0, 0.1], [2.0, 1.3, 0.0], [0.0, -0.1, 0.0], [0.0, 0.0, 0.0], [0.0, 0.0, 0.0], [0.0, 0.0, 0.0], [0.0, 0.0, 0.0], [0.0, 0.1, -0.3], [-0.2, -0.2, 0.4], [0.0, 0.3, 0.2], [0.0, 0.3, 0.1], [-0.1, -0.3, -0.1], [0.0, 0.0, 0.1], [0.0, 0.0, 0.0], [0.1, 0.0, 0.1], [-0.1, -0.1, 0.0], [0.0, 0.1, 0.1], [0.1, 0.0, 0.0], [0.9, 0.0, -0.4], [-0.5, 0.5, 1.3], [0.1, -0.2, -0.6], [-0.4, 0.3, 0.0], [0.2, -0.1, 0.1], [-0.2, -0.1, 0.1], [0.1, 0.0, 0.1], [-0.1, 0.1, -0.1], [0.1, -0.2, 0.0], [0.1, -0.4, -0.3], [-0.1, 0.2, 0.2], [-0.1, 0.0, 0.3], [0.0, 0.1, 0.0], [0.0, 0.1, 0.0], [0.0, 0.0, 0.0], [0.1, 0.1, -0.3], [-0.1, -0.1, 0.3], [0.0, 0.0, 0.0], [0.0, -0.1, -0.5], [0.1, 0.1, -0.1], [-0.1, -0.1, 0.0], [0.0, 0.0, -0.1], [0.1, 0.0, 0.4], [0.0, 0.0, 0.0], [-0.2, -0.1, 0.1], [0.5, 0.7, -0.1], [0.0, -0.1, 0.0], [0.1, 0.0, 0.0], [0.0, 0.0, 0.0], [0.0, 0.0, 0.0], [0.0, 0.0, 0.0], [0.1, 0.0, -0.1], [0.0, 0.0, 0.1], [0.0, 0.0, 0.0], [0.0, 0.0, -0.1], [0.0, 0.0, 0.0], [0.0, 0.1, 0.0], [0.1, 0.0, 0.0], [0.0, 0.0, 0.0], [0.0, 0.0, 0.0], [0.0, 0.0, 0.0], [-0.1, 0.0, 0.0], [0.0, 0.0, 0.0], [0.0, 0.0, 0.0], [0.0, 0.0, 0.0], [0.0, 0.0, 0.0], [0.0, 0.0, 0.0], [0.0, 0.0, 0.0], [0.0, 0.0, 0.0], [0.0, 0.0, 0.0], [0.0, 0.0, 0.0]],
  "lowdin_charge": [1.66, -0.01, -0.28, 0.03, -0.01, -0.82, 0.11, 0.70, -0.26, -0.01, -0.05, -0.04, -0.14, 0.03, 0.08, 0.07, 0.10, 0.15, 0.16, 0.09, 0.11, 0.11, 0.11, 0.10, 0.20, -0.55, 0.01, -0.20, -0.36, 0.12, 0.11, 0.11, 0.09, 0.01, 0.03, -0.09, -0.69, 0.02, -0.09, 0.00, -0.14, -0.05, -0.22, 0.07, -0.60, 0.07, -0.32, 0.12, 0.09, 0.14, 0.84, -0.76, -0.14, -0.01, -0.03, -0.21, 0.13, 0.12, 0.09, -0.25, 0.92, -0.39, -0.13, -0.07, -0.08, -0.08, -0.09, -0.40, -0.10, -0.06, -0.08, -0.08, -0.11, 0.06, 0.04, 0.04, 0.04, 0.11, 0.10, 0.10, 0.09, 0.09, 0.11, 0.11, 0.11, 0.10]
}